1.
The following is a quantum chemistry calculation of a 2-piece molecular cluster, C6H14O overall in a non-equilibrium geometry, from the OMol25 dataset.

Last column: Mulliken charge in e.
CARTESIAN COORDINATES (ANGSTROEM)
C: 1.38 -1.42 -0.05  -1.326
C: 0.40 -1.40 0.84  0.216
C: -1.07 -1.17 0.65  -0.648
C: -1.48 -0.59 -0.70  -0.769
C: -0.97 0.85 -0.90  -0.142
C: -1.06 1.79 0.29  -1.287
H: 1.34 -1.08 -1.08  0.360
H: 2.25 -2.04 0.09  0.304
H: 0.68 -1.84 1.80  0.316
H: -1.60 -2.10 0.89  0.419
H: -1.39 -0.57 1.51  0.349
H: -1.05 -1.25 -1.45  0.328
H: -2.58 -0.69 -0.70  0.356
H: -1.42 1.25 -1.81  0.398
H: 0.09 0.73 -1.10  0.106
H: -0.45 1.43 1.13  0.275
H: -2.08 1.92 0.65  0.341
H: -0.49 2.67 0.07  0.404
O: 3.11 1.49 0.20  -0.656
H: 3.74 1.40 -0.53  0.320
H: 2.66 0.63 0.20  0.336

HOMO: -9.7935 eV
Structure (SMILES): C=CCCCC.O
Electronic energy: -312.20415 Eh
Max |F|: 1.185 eV Å⁻¹
E_LUMO: 0.98 eV
HOMO-LUMO gap: 10.8 eV
Spin multiplicity: 1

2.
The following is a quantum chemistry calculation of a 2-piece molecular cluster, C6H14O overall in a non-equilibrium geometry, from the OMol25 dataset.

Last column: Mulliken charge in e.
CARTESIAN COORDINATES (ANGSTROEM)
C: -0.80 -1.31 0.53  -1.016
C: 0.06 -0.27 0.62  0.641
C: -0.45 1.15 0.63  -0.396
C: -1.84 1.42 1.21  -1.270
C: 1.53 -0.54 0.47  -0.511
C: 2.11 -1.65 1.33  -1.216
H: -1.83 -1.07 0.77  0.172
H: -0.61 -2.36 0.42  0.315
H: -0.39 1.46 -0.43  0.276
H: 0.36 1.76 1.05  0.325
H: -1.78 1.17 2.28  0.329
H: -2.63 0.87 0.72  0.356
H: -1.99 2.49 1.15  0.370
H: 2.10 0.37 0.68  0.323
H: 1.68 -0.72 -0.60  0.302
H: 1.83 -1.55 2.37  0.343
H: 3.20 -1.71 1.20  0.363
H: 1.83 -2.67 1.04  0.294
O: -0.60 0.86 -4.86  -0.637
H: -1.46 0.65 -5.26  0.320
H: -0.32 1.66 -5.32  0.318

HOMO: -8.8657 eV
Structure (SMILES): C=C(CC)CC.O
Electronic energy: -312.20855 Eh
Max |F|: 1.682 eV Å⁻¹
E_LUMO: 0.89 eV
HOMO-LUMO gap: 9.8 eV
Spin multiplicity: 1

3.
The following is a quantum chemistry calculation of one molecule with the formula C6H14O in a non-equilibrium geometry, from the OMol25 dataset.

Last column: Mulliken charge in e.
CARTESIAN COORDINATES (ANGSTROEM)
C: 1.01 2.14 0.33  -1.504
C: 0.57 0.64 0.29  0.843
C: 1.66 -0.30 0.77  -1.430
C: -0.08 0.30 -1.07  -0.964
C: -0.71 -1.12 -1.05  -0.616
C: -1.55 -1.49 0.15  -0.447
O: -2.71 -0.65 0.11  -0.541
H: 1.89 2.24 0.95  0.421
H: 1.32 2.45 -0.67  0.310
H: 0.20 2.79 0.65  0.341
H: -0.28 0.61 0.97  0.189
H: 1.37 -0.81 1.69  0.289
H: 1.92 -1.16 0.13  0.305
H: 2.64 0.18 0.80  0.447
H: -0.83 1.04 -1.35  0.368
H: 0.69 0.37 -1.85  0.397
H: 0.13 -1.82 -1.08  0.327
H: -1.38 -1.17 -1.91  0.370
H: -1.00 -1.30 1.07  0.296
H: -1.83 -2.55 0.12  0.298
H: -3.04 -0.39 0.96  0.300

HOMO: -10.3402 eV
Structure (SMILES): CC(C)CCCO
Electronic energy: -312.22256 Eh
Max |F|: 1.429 eV Å⁻¹
E_LUMO: 0.93 eV
HOMO-LUMO gap: 11.3 eV
Spin multiplicity: 1

4.
The following is a quantum chemistry calculation of one molecule with the formula C6H14O, from the OMol25 dataset.

Last column: Mulliken charge in e.
CARTESIAN COORDINATES (ANGSTROEM)
C: -1.73 -0.49 -1.22  -1.473
C: -1.12 -0.34 0.17  0.792
C: -2.14 0.24 1.15  -1.598
C: 0.15 0.53 0.15  -1.081
C: 1.42 -0.24 -0.19  0.438
C: 2.65 0.67 -0.19  -1.365
O: 1.56 -1.25 0.80  -0.541
H: -2.59 -1.17 -1.20  0.386
H: -1.01 -0.89 -1.94  0.346
H: -2.08 0.48 -1.60  0.342
H: -0.82 -1.33 0.54  0.252
H: -3.05 -0.38 1.18  0.407
H: -2.44 1.25 0.85  0.333
H: -1.73 0.29 2.16  0.394
H: 0.31 0.98 1.14  0.400
H: 0.03 1.36 -0.56  0.405
H: 1.31 -0.70 -1.19  0.153
H: 2.76 1.14 0.79  0.333
H: 2.56 1.46 -0.95  0.337
H: 3.56 0.10 -0.41  0.394
H: 2.35 -1.76 0.59  0.346

HOMO: -10.2189 eV
Structure (SMILES): CC(C)C[C@@H](C)O
Electronic energy: -312.24941 Eh
Max |F|: 0.365 eV Å⁻¹
E_LUMO: 0.98 eV
HOMO-LUMO gap: 11.2 eV
Spin multiplicity: 1

5.
The following is a quantum chemistry calculation of a 2-piece molecular cluster, C6H14O overall, from the OMol25 dataset.

Last column: Mulliken charge in e.
CARTESIAN COORDINATES (ANGSTROEM)
C: 0.66 -1.37 1.73  -0.936
C: -0.55 -1.51 1.17  0.873
C: -0.87 -2.64 0.23  -1.171
C: -1.67 -0.53 1.43  -1.140
H: 0.88 -0.54 2.41  0.265
H: 1.46 -2.09 1.53  0.254
H: 0.00 -3.30 0.10  0.308
H: -1.17 -2.25 -0.75  0.293
H: -1.71 -3.24 0.64  0.337
H: -1.99 -0.07 0.48  0.283
H: -2.53 -1.06 1.87  0.336
H: -1.34 0.26 2.12  0.301
C: 0.62 2.77 -1.01  -0.910
C: 1.40 1.85 -1.93  -0.219
O: 0.84 0.54 -2.00  -0.493
H: -0.43 2.83 -1.33  0.241
H: 1.05 3.78 -1.03  0.328
H: 0.65 2.39 0.03  0.267
H: 1.36 2.23 -2.97  0.277
H: 2.46 1.80 -1.63  0.246
H: 0.87 0.16 -1.09  0.260

HOMO: -9.4792 eV
Structure (SMILES): C=C(C)C.CCO
Electronic energy: -312.21380 Eh
Max |F|: 0.838 eV Å⁻¹
E_LUMO: 0.91 eV
HOMO-LUMO gap: 10.4 eV
Spin multiplicity: 1

6.
The following is a quantum chemistry calculation of a 2-piece molecular cluster, C6H14O overall, from the OMol25 dataset.

Last column: Mulliken charge in e.
CARTESIAN COORDINATES (ANGSTROEM)
C: 2.65 0.61 0.33  -0.972
C: 1.49 -0.06 0.37  0.510
O: 1.40 -1.41 0.32  -0.437
C: 0.14 0.63 0.45  -0.867
C: -1.10 -0.26 0.41  0.769
C: -1.40 -0.78 -1.00  -1.383
C: -2.30 0.52 0.95  -1.565
H: 3.60 0.10 0.23  0.246
H: 2.66 1.69 0.35  0.278
H: 2.29 -1.78 0.26  0.308
H: 0.13 1.22 1.38  0.373
H: 0.08 1.37 -0.36  0.282
H: -0.93 -1.13 1.06  0.261
H: -2.25 -1.48 -0.98  0.382
H: -0.55 -1.31 -1.43  0.343
H: -1.67 0.04 -1.67  0.318
H: -3.21 -0.09 0.94  0.405
H: -2.49 1.41 0.34  0.327
H: -2.13 0.85 1.98  0.389
H: 1.57 -0.13 -2.53  0.144
H: 1.96 0.26 -2.01  -0.112

HOMO: -8.7466 eV
Structure (SMILES): C=C(O)CC(C)C.[H][H]
Electronic energy: -312.19301 Eh
Max |F|: 0.376 eV Å⁻¹
E_LUMO: 0.91 eV
HOMO-LUMO gap: 9.7 eV
Spin multiplicity: 1

7.
The following is a quantum chemistry calculation of a 2-piece molecular cluster, C6H14O overall in a non-equilibrium geometry, from the OMol25 dataset.

Last column: Mulliken charge in e.
CARTESIAN COORDINATES (ANGSTROEM)
C: 2.74 0.54 0.01  -1.175
C: 1.48 -0.29 0.21  0.462
O: 1.55 -1.48 0.48  -0.610
C: 0.20 0.50 0.37  -0.885
C: -1.10 -0.31 0.36  0.924
C: -1.54 -0.72 -1.05  -1.466
C: -2.21 0.48 1.05  -1.532
H: 3.04 0.73 1.05  0.363
H: 2.60 1.50 -0.50  0.334
H: 3.53 -0.03 -0.47  0.341
H: 0.37 0.90 1.38  0.357
H: 0.13 1.38 -0.29  0.423
H: -0.89 -1.22 0.93  0.214
H: -2.50 -1.25 -1.01  0.404
H: -0.83 -1.39 -1.54  0.364
H: -1.68 0.16 -1.70  0.304
H: -3.13 -0.11 1.10  0.399
H: -2.43 1.41 0.51  0.324
H: -1.92 0.75 2.08  0.383
H: 1.26 -0.44 -1.68  0.192
H: 1.33 -1.09 -1.30  -0.118

HOMO: -9.5197 eV
Structure (SMILES): CC(=O)CC(C)C.[H][H]
Electronic energy: -312.17683 Eh
Max |F|: 1.944 eV Å⁻¹
E_LUMO: 1.03 eV
HOMO-LUMO gap: 10.6 eV
Spin multiplicity: 1

8.
The following is a quantum chemistry calculation of a 3-piece molecular cluster, C6H14O2 overall in a non-equilibrium geometry, from the OMol25 dataset.

Last column: Mulliken charge in e.
CARTESIAN COORDINATES (ANGSTROEM)
C: 2.73 -1.77 -2.15  -1.008
C: 1.85 -0.79 -1.97  0.768
C: 1.14 0.06 -2.95  -1.146
C: 1.50 -0.49 -0.53  -0.562
C: 1.06 -1.44 0.30  -0.029
C: 0.34 -1.24 1.62  -1.212
H: 3.08 -2.13 -3.11  0.296
H: 3.25 -2.18 -1.32  0.325
H: 0.10 0.05 -2.59  0.317
H: 1.54 1.04 -3.09  0.295
H: 1.33 -0.38 -3.95  0.319
H: 1.40 0.55 -0.21  0.327
H: 1.22 -2.49 0.04  0.337
H: 0.62 -2.10 2.25  0.336
H: -0.73 -1.39 1.49  0.289
H: 0.61 -0.36 2.18  0.348
O: -4.33 1.61 3.57  -0.644
H: -4.14 1.75 2.63  0.371
H: -3.82 2.28 4.04  0.290
O: -2.91 2.72 1.20  -0.691
H: -3.53 3.38 0.82  0.341
H: -2.33 3.31 1.73  0.332

HOMO: -8.6270 eV
Structure (SMILES): C=C(C)/C=C/C.O.O
Electronic energy: -387.42769 Eh
Max |F|: 2.652 eV Å⁻¹
E_LUMO: 0.37 eV
HOMO-LUMO gap: 9.0 eV
Spin multiplicity: 1